[1]
{"formula": "C44H59BCl2N2O2P3Re", "method": "ωB97M-V/def2-TZVPD", "total_charge": 1, "de_lowest_kj_mol": 0.00, "largest_force_ev_per_a": 3.24, "multiplicity": 4, "e_tot_ev": -109374.6198, "homo_lumo_gap_ev": [7.59, 6.03], "e_lumo_ev": [-2.580, -4.209], "elements": ["Re", "C", "C", "C", "C", "P", "C", "N", "B", "N", "C", "P", "C", "C", "C", "C", "C", "C", "C", "C", "C", "C", "C", "C", "C", "C", "C", "C", "C", "C", "H", "H", "H", "H", "H", "H", "H", "H", "H", "H", "H", "H", "H", "H", "H", "H", "H", "H", "H", "H", "H", "H", "H", "H", "H", "H", "H", "H", "H", "H", "H", "H", "H", "H", "H", "H", "H", "H", "H", "H", "H", "H", "H", "H", "C", "C", "C", "C", "C", "C", "P", "C", "C", "C", "C", "C", "C", "C", "C", "C", "C", "C", "C", "H", "H", "H", "H", "H", "H", "H", "H", "H", "H", "H", "H", "H", "H", "Cl", "C", "Cl", "C", "O", "O", "H"], "xyz": [[13.667044, -16.742789, -3.234813], [11.633964, -17.186822, -6.642502], [10.590060, -16.915525, -5.538411], [10.239473, -15.407060, -5.513090], [9.337449, -17.781734, -5.923339], [11.294409, -17.323222, -3.846018], [11.196305, -19.277793, -3.865933], [12.297044, -19.730704, -3.057523], [13.509266, -18.964161, -2.828478], [14.285868, -19.731225, -1.899170], [15.506733, -19.286761, -1.288959], [16.065823, -17.623041, -2.090488], [17.502449, -18.223228, -3.280734], [17.866075, -17.019755, -4.179052], [17.038353, -19.437702, -4.143659], [18.799509, -18.680186, -2.543614], [16.994260, -16.940698, -0.519927], [15.974504, -16.311194, 0.442913], [17.785150, -17.961282, 0.324570], [17.886059, -15.785664, -0.993933], [13.577162, -20.895646, -1.534875], [13.747958, -21.845990, -0.538859], [12.751410, -22.774696, -0.286239], [11.566585, -22.779992, -0.985466], [11.374552, -21.877712, -2.031940], [12.335290, -20.906334, -2.298853], [9.900454, -16.917782, -2.595921], [10.103132, -17.806461, -1.346589], [8.449220, -17.191027, -3.072912], [9.989768, -15.427765, -2.166576], [11.227797, -16.777635, -7.613638], [11.838620, -18.267390, -6.801134], [12.568557, -16.658169, -6.456824], [9.942326, -15.098944, -6.547281], [11.113587, -14.805875, -5.200488], [9.386544, -15.178877, -4.869881], [9.219629, -17.732197, -7.024262], [8.400904, -17.452073, -5.474018], [9.480320, -18.855743, -5.706877], [11.222741, -19.652121, -4.913119], [10.266936, -19.635400, -3.413090], [16.265616, -20.090753, -1.353734], [15.326733, -19.122455, -0.219877], [18.524935, -17.312342, -5.023193], [18.375287, -16.248839, -3.574368], [16.980304, -16.556493, -4.600127], [15.961348, -19.632226, -3.979532], [17.609604, -20.371255, -3.865077], [17.221686, -19.220407, -5.218237], [19.295351, -17.831244, -2.049132], [19.540178, -19.091588, -3.288325], [18.597576, -19.456834, -1.790451], [15.198963, -17.034324, 0.807541], [15.462627, -15.431132, -0.014646], [16.504588, -15.960436, 1.362279], [17.140964, -18.760171, 0.672898], [18.133782, -17.424791, 1.247915], [18.665130, -18.405810, -0.163220], [17.330439, -15.036964, -1.584861], [18.759272, -16.107839, -1.575634], [18.271632, -15.268555, -0.097655], [14.660755, -21.916604, 0.016896], [12.931793, -23.522769, 0.473166], [10.765551, -23.455487, -0.762791], [10.520088, -21.966532, -2.667422], [9.758315, -18.850457, -1.496352], [9.471205, -17.406496, -0.505108], [11.155994, -17.868890, -1.034062], [8.307515, -18.197906, -3.540175], [8.049741, -16.402906, -3.779251], [7.763674, -17.171978, -2.195555], [10.948041, -14.959344, -2.480807], [9.923449, -15.320496, -1.065533], [9.144835, -14.887006, -2.632528], [13.042397, -11.149197, -7.557144], [12.692696, -12.476512, -7.754999], [12.948906, -13.444377, -6.808247], [13.521699, -13.087508, -5.574386], [13.844946, -11.730694, -5.366509], [13.584286, -10.785067, -6.342082], [13.924615, -14.412832, -4.367618], [15.186108, -13.502422, -3.394195], [16.495328, -13.305294, -3.843182], [17.376677, -12.582680, -3.040313], [16.970869, -12.027980, -1.817164], [15.663915, -12.222492, -1.398497], [14.767674, -12.923932, -2.189190], [14.717783, -15.626545, -5.505979], [15.396645, -15.332825, -6.690495], [15.708929, -16.406330, -7.523332], [15.454882, -17.717859, -7.143200], [14.832189, -17.977517, -5.929991], [14.532709, -16.952357, -5.010242], [12.938701, -10.389008, -8.311999], [12.179574, -12.772513, -8.659378], [12.728623, -14.464178, -7.060174], [14.245034, -11.379588, -4.422595], [13.889485, -9.756957, -6.141719], [16.865148, -13.754532, -4.768030], [18.381831, -12.412033, -3.366434], [17.628632, -11.422071, -1.218233], [15.327946, -11.831836, -0.461328], [13.760482, -13.048639, -1.837228], [15.620294, -14.317952, -7.017194], [16.149488, -16.218425, -8.491796], [15.693664, -18.538021, -7.814091], [14.572051, -19.002086, -5.618338], [10.925072, -16.060731, 1.571282], [12.580969, -16.509158, 1.071012], [12.793804, -18.275424, 1.171041], [12.838093, -15.806059, -0.306221], [12.829995, -14.582639, -0.393777], [12.939260, -16.716005, -1.258483], [13.242777, -16.048446, 1.795232]], "forces_ev_per_angstrom": [[-0.404, -1.717, 2.723], [-0.299, 0.297, -0.751], [-0.334, 0.035, -0.363], [0.011, -0.050, -0.891], [0.341, -0.085, -0.359], [-1.590, -2.179, -0.343], [0.289, 0.721, -0.125], [0.834, 0.088, -0.396], [-0.940, -0.065, 0.303], [-0.310, -0.121, -0.535], [0.092, 0.112, -0.077], [0.873, -1.923, 1.026], [0.421, -0.038, -0.183], [0.326, 0.157, 0.244], [-0.125, -0.339, 0.265], [0.190, 0.178, -0.283], [-0.321, 0.736, -0.281], [-0.940, 0.171, 0.411], [0.523, 0.285, 0.224], [0.404, 0.340, 0.168], [-1.817, 0.463, -0.799], [0.510, 0.292, -0.546], [0.067, -0.282, 0.371], [0.020, 0.516, -0.791], [0.498, 0.390, -0.240], [1.276, 0.177, 1.383], [-0.143, 0.062, 0.721], [-0.232, -0.595, 0.526], [-0.660, -0.032, -0.682], [0.279, 0.330, -0.195], [0.289, -0.479, 0.915], [-0.076, 0.632, 0.224], [-0.024, -0.177, -0.019], [0.321, -0.137, 0.728], [-0.466, -0.148, -0.147], [0.243, -0.070, 0.026], [0.070, 0.152, 0.511], [0.316, -0.033, -0.164], [-0.082, 0.517, 0.017], [0.171, 0.271, 0.574], [-0.115, 0.335, -0.161], [0.030, 0.588, -0.150], [0.064, 0.213, -0.102], [-0.271, 0.022, 0.574], [-0.117, -0.271, -0.433], [-0.106, 0.016, -0.176], [0.532, -0.134, -0.356], [-0.667, 0.986, -0.252], [-0.208, -0.244, 0.707], [-0.122, -0.482, -0.190], [-0.904, 0.369, 0.557], [0.101, 0.141, -0.452], [0.652, 0.478, -0.448], [0.309, -0.584, 0.296], [-0.287, -0.150, -0.750], [-0.054, -0.181, 0.086], [-0.220, -0.387, -0.845], [-0.489, 0.363, 0.335], [0.095, -0.289, 0.184], [-0.329, 0.139, 0.232], [-0.094, -0.116, -0.304], [0.394, 0.160, 0.279], [-0.065, 0.047, 0.108], [-0.076, -0.437, 0.113], [-0.644, 0.134, -0.109], [0.149, 0.512, -0.116], [0.729, -0.281, -0.837], [-0.571, 0.112, 0.018], [0.200, 0.811, 0.437], [0.550, -0.925, 0.728], [0.644, 0.084, -0.343], [-0.587, -0.093, 0.237], [-0.009, -0.073, -0.648], [0.577, 0.016, 0.311], [0.084, -0.016, 0.306], [-0.295, 0.109, -0.561], [0.151, 0.515, 0.652], [-0.380, 0.346, -0.439], [-0.546, -0.724, 0.495], [0.615, 0.335, 0.147], [1.075, 0.835, -0.496], [-0.070, -0.184, 0.044], [0.292, -0.188, 0.501], [-0.370, 0.310, 0.302], [-0.414, -0.390, -0.694], [0.158, 0.005, -0.326], [0.344, -0.405, -0.252], [0.838, 0.393, 0.656], [-0.353, -0.559, -0.177], [0.423, 0.332, -0.007], [-0.610, -0.205, 0.263], [0.178, -0.678, 0.893], [0.043, 0.612, -2.767], [-0.312, -0.044, -0.262], [0.177, 0.003, -0.198], [-0.148, -0.322, 0.120], [0.098, -0.218, -0.044], [-0.207, -0.228, -0.147], [-0.238, 0.167, 0.207], [0.422, -0.019, -0.216], [0.305, -0.050, 0.044], [-0.139, 0.260, 0.386], [-0.276, -0.167, 0.036], [-0.267, -0.171, 0.152], [0.160, 0.047, -0.021], [-0.053, 0.124, 0.046], [0.300, 0.429, -0.424], [0.160, -0.058, 0.096], [-0.189, 0.817, 0.108], [0.048, 0.455, -0.254], [-0.561, -0.554, -0.542], [0.285, -1.884, 0.089], [0.533, 1.739, 0.438], [0.047, -0.094, 0.128]]}

***

[2]
{"formula": "C44H59BrGeHfN2OSb", "method": "ωB97M-V/def2-TZVPD", "total_charge": 3, "de_lowest_kj_mol": 276.92, "largest_force_ev_per_a": 4.26, "e_tot_ev": -185986.5060, "homo_lumo_gap_ev": 3.57, "e_lumo_ev": -10.018, "elements": ["Hf", "C", "N", "C", "C", "C", "C", "C", "C", "C", "C", "H", "H", "H", "H", "H", "H", "H", "H", "H", "H", "H", "H", "C", "C", "C", "O", "C", "H", "H", "H", "H", "H", "H", "H", "H", "Br", "C", "C", "C", "C", "Ge", "C", "C", "C", "C", "H", "H", "H", "H", "H", "H", "H", "H", "H", "H", "H", "H", "H", "H", "H", "H", "H", "H", "H", "C", "C", "C", "C", "C", "C", "Sb", "C", "C", "C", "C", "C", "C", "C", "C", "C", "C", "C", "C", "H", "H", "H", "H", "H", "H", "H", "H", "H", "H", "H", "H", "H", "H", "H", "C", "C", "C", "N", "C", "C", "H", "H", "H", "H", "H"], "xyz": [[-1.030699, 0.620546, 0.302419], [0.883230, 2.444121, 1.672782], [0.066664, 1.311162, 2.206092], [-0.717979, 1.788359, 3.432275], [0.954394, 0.179641, 2.492045], [1.326100, -0.629176, 1.268425], [2.152575, -1.760239, 1.429367], [2.606363, -2.509979, 0.317906], [2.368730, -1.949447, -0.944108], [1.420157, -0.938763, -1.148208], [0.834814, -0.319269, -0.077692], [1.584277, 2.808755, 2.386468], [0.276606, 3.292373, 1.390121], [1.505731, 2.175689, 0.779271], [-0.776395, 0.977876, 4.187717], [-1.766061, 1.925103, 3.120454], [-0.318675, 2.678900, 3.899674], [0.426116, -0.454093, 3.223314], [1.839436, 0.570047, 3.065909], [2.351311, -2.271844, 2.395424], [3.061089, -3.443827, 0.535672], [2.898887, -2.289430, -1.819969], [1.211033, -0.688977, -2.161076], [-3.912456, 0.179731, -2.852892], [-2.556463, -0.287106, -3.363094], [-1.991831, -1.095943, -2.171957], [-2.436842, -0.229576, -1.063377], [-3.850334, 0.042308, -1.381682], [-4.638040, -0.520173, -3.232857], [-4.306629, 1.162348, -3.161005], [-1.893570, 0.525150, -3.547459], [-2.631918, -0.839235, -4.360979], [-0.922189, -1.162923, -2.140044], [-2.486448, -2.083175, -2.004591], [-4.224350, 0.925577, -0.821605], [-4.354932, -0.849822, -1.010952], [-2.007375, -1.100477, 1.997018], [-1.814873, -7.524553, 2.786331], [-2.467760, -6.410766, 3.646918], [-2.908138, -5.108012, 2.860275], [-3.987239, -4.281569, 3.621226], [-3.824383, -2.252449, 3.481856], [-5.425952, -1.233191, 3.031415], [-6.362616, -0.847923, 4.188906], [-7.259506, -2.038477, 4.697722], [-8.660183, -1.668295, 5.128610], [-1.970057, -7.361816, 1.680259], [-2.143832, -8.565200, 3.076077], [-0.753757, -7.427751, 2.994187], [-1.795335, -6.157243, 4.478781], [-3.362774, -6.905757, 4.005958], [-3.384281, -5.418706, 1.928995], [-2.038432, -4.528442, 2.580421], [-3.896512, -4.430743, 4.698554], [-5.029435, -4.471404, 3.369761], [-3.222973, -1.839857, 4.808115], [-5.999138, -1.643361, 2.185140], [-5.031673, -0.285072, 2.605649], [-7.098043, -0.079913, 3.911193], [-5.922025, -0.440449, 5.116098], [-6.762225, -2.617381, 5.519912], [-7.293092, -2.825733, 3.890664], [-8.709910, -0.629526, 5.431340], [-8.946591, -2.366824, 5.932411], [-9.365879, -1.662656, 4.287222], [2.946477, 4.954864, -5.171069], [1.909685, 4.167579, -4.689408], [2.180426, 2.994636, -4.016264], [3.486731, 2.750229, -3.525470], [4.506476, 3.593879, -3.930573], [4.236580, 4.668409, -4.816702], [3.825632, 1.258147, -1.908871], [5.450440, 2.432428, -0.955038], [6.179093, 1.748683, -0.009043], [7.349500, 2.312249, 0.495225], [7.700348, 3.624765, 0.215796], [6.882867, 4.385248, -0.654624], [5.735915, 3.803369, -1.128983], [5.246482, -0.319014, -2.758408], [5.293921, -0.366359, -4.168813], [6.229547, -1.185410, -4.769188], [7.163849, -1.870779, -4.030513], [7.019622, -1.934781, -2.619017], [6.065051, -1.172871, -2.013744], [2.782713, 5.667343, -5.977252], [0.865237, 4.500493, -4.860055], [1.371355, 2.410936, -3.753151], [5.529642, 3.379940, -3.540204], [5.027715, 5.261965, -5.249652], [5.916732, 0.740463, 0.408410], [7.890161, 1.626666, 1.189709], [8.620365, 4.063343, 0.697545], [7.229564, 5.373677, -1.053479], [5.027071, 4.401663, -1.709393], [4.634171, 0.262591, -4.748174], [6.201308, -1.237870, -5.814720], [7.904628, -2.532262, -4.482973], [7.608683, -2.688060, -2.071115], [5.909840, -1.137778, -0.929902], [-2.986134, 3.817724, -2.469199], [-3.708993, 3.609332, -1.260376], [-3.142644, 3.076350, -0.162065], [-1.927736, 2.419227, -0.256372], [-1.123054, 2.774587, -1.361107], [-1.666506, 3.428064, -2.441098], [-3.395175, 4.300548, -3.378598], [-4.732458, 4.015410, -1.208730], [-3.634758, 3.067855, 0.812687], [-0.022079, 2.707958, -1.399830], [-1.096005, 3.683419, -3.308999]], "forces_ev_per_angstrom": [[0.645, -1.996, 1.776], [0.317, -0.055, -1.364], [-0.532, 1.251, -0.172], [-0.645, -1.434, -0.430], [0.573, -0.461, 1.519], [0.326, -0.617, -0.989], [-0.562, -1.020, -0.188], [-1.348, 2.499, 0.252], [0.017, -0.553, -0.295], [1.409, -1.391, 0.476], [-0.185, 0.984, 1.953], [0.553, 0.117, 0.881], [-0.497, 0.169, 0.042], [-0.569, -0.243, 0.628], [0.321, 0.445, -0.500], [0.367, 0.402, 0.137], [0.235, 0.157, -0.202], [0.232, 0.049, -0.349], [-0.436, -0.430, -0.755], [-0.092, 1.131, -0.347], [0.778, -0.516, -0.377], [-0.047, -0.474, -0.097], [-0.253, 0.317, -0.618], [-0.857, 0.046, -1.161], [0.135, -1.346, -1.204], [-1.389, -0.145, -0.808], [0.297, 0.280, 0.045], [-0.531, 0.032, 1.801], [-0.465, -0.229, -0.085], [0.734, -0.232, -0.070], [0.616, 0.791, -0.113], [0.120, 0.465, 1.586], [0.445, -0.193, 0.030], [0.527, 0.669, -0.258], [0.555, -0.681, -0.214], [-0.236, 0.110, -0.012], [-0.285, -0.534, 0.178], [0.213, 0.221, -0.509], [-0.672, 0.031, -0.914], [-0.729, -1.339, 0.471], [1.185, 0.972, -0.516], [-1.840, -1.680, 1.252], [0.198, 1.736, -0.804], [-1.428, -1.037, 1.490], [1.397, -1.509, -0.846], [-0.217, -0.011, -0.233], [0.043, -0.311, 1.137], [0.291, 1.280, -0.339], [0.303, -0.478, -0.411], [-0.456, 0.003, -0.111], [-0.363, 0.481, 0.609], [0.191, -0.110, -0.121], [0.285, 0.255, 0.092], [0.142, 0.277, 0.141], [0.105, -0.236, -0.362], [0.500, 0.600, 0.056], [0.210, -0.352, 0.464], [-0.033, -0.285, 0.215], [0.492, -0.026, -0.596], [0.549, -0.022, -0.679], [-0.129, 0.788, -0.432], [-0.192, 0.752, 0.455], [0.137, 0.142, 0.777], [-0.423, 0.626, -0.426], [0.096, -0.558, 0.212], [-0.076, -0.017, -0.749], [-0.939, 0.188, -0.464], [1.806, 1.724, 0.743], [-0.288, -0.832, -0.013], [0.827, 0.126, -0.155], [0.676, -0.874, 0.558], [1.590, 0.663, -0.436], [-1.388, 0.186, 0.453], [0.584, -1.023, 0.304], [-0.072, -0.638, 1.309], [0.982, 0.493, 0.037], [1.411, 0.228, 0.458], [-1.094, -0.442, -1.184], [-0.976, 1.105, -1.163], [-0.081, 0.193, 1.779], [0.131, 0.403, 0.367], [-0.181, -1.224, 1.330], [0.835, -0.984, -1.271], [-1.200, 1.295, 1.190], [-0.212, 0.315, 0.585], [0.686, -0.527, -0.263], [-1.581, -1.525, 0.699], [-0.892, 0.427, -0.740], [0.234, -0.053, 0.147], [0.168, 0.859, -0.911], [-0.038, 1.143, -0.512], [-1.076, -0.507, -0.829], [-0.644, -0.830, 0.897], [0.504, -0.153, 0.031], [-0.035, -0.044, -0.214], [0.323, -0.129, -1.417], [-0.216, 0.391, -0.085], [-0.169, 0.755, -0.145], [0.392, -0.387, -0.269], [-0.892, -0.496, 1.052], [-1.406, 2.208, -2.092], [1.254, -1.975, 0.608], [0.950, 3.872, -1.501], [-1.286, 0.185, 0.518], [0.101, 0.264, -0.556], [0.021, -0.365, 0.870], [0.594, -0.210, 0.187], [0.020, -0.350, -0.344], [-0.275, -0.997, 0.551], [0.801, -0.018, -0.127]]}